No. 1
Here is a structure of composition C3H14BCsN2O2 from OMol25. Energies are from wB97M-V/def2-TZVPD.

```
23
Properties=species:S:1:pos:R:3:forces:R:3:mulliken_charge:R:1
Cs -0.733 -1.843 3.165 0.13 -0.29 -0.03 0.970
B 1.752 -7.457 4.037 0.05 -0.05 -0.09 -0.269
H 1.136 -8.342 4.003 -2.70 -3.51 -0.27 -0.156
H 1.220 -6.680 4.564 -2.22 3.45 2.24 -0.208
H 2.643 -7.751 4.570 3.69 -0.89 2.22 -0.167
H 2.014 -7.158 3.034 1.03 1.35 -4.17 -0.172
C -2.159 5.097 0.525 -1.66 -1.63 0.97 0.633
O -2.144 3.934 0.880 0.56 -0.76 0.27 -0.660
N -3.196 5.895 0.661 -3.10 1.58 0.79 -0.389
N -1.218 5.759 -0.069 3.97 0.20 -1.58 -0.387
H -3.005 6.855 0.412 -0.95 -0.10 0.61 0.162
H -3.912 5.641 1.326 0.06 0.31 -0.29 0.231
H -1.395 6.679 -0.445 0.81 -0.53 -0.14 0.180
H -0.417 5.164 -0.225 0.33 0.88 -0.60 0.229
C 1.728 -0.029 -2.779 0.78 0.07 0.95 -0.923
C 0.474 -0.694 -3.223 0.25 -0.45 -1.47 -0.261
O 0.076 -1.711 -2.329 -0.47 -0.02 0.37 -0.537
H 2.579 -0.707 -2.854 0.11 -0.03 -0.53 0.277
H 1.699 0.107 -1.698 -0.29 0.67 0.07 0.263
H 1.933 0.899 -3.312 0.06 -0.03 0.13 0.316
H 0.691 -1.162 -4.183 -0.08 -0.07 -0.32 0.225
H -0.323 0.006 -3.476 -0.28 -0.04 0.74 0.313
H 0.558 -2.501 -2.584 -0.07 -0.11 0.13 0.328
```
Positions in Å, forces in eV/Å.

Computed properties:
* E_HOMO: -6.251 eV
* orbital gap: 4.61 eV
* ΔE to the lowest compared entry with this formula, charge and spin: 12.70 kcal/mol
* largest force on an atom: 4.68 eV/Å



No. 2
Here is a cluster of 2 separate species, C3H14BN3 in total from OMol25. Energies are from wB97M-V/def2-TZVPD.

```
21
Properties=species:S:1:pos:R:3:forces:R:3:mulliken_charge:R:1
B -0.583 -0.792 -1.009 -0.36 0.78 -2.04 0.233
C 0.773 -0.794 -3.240 -0.15 0.49 -1.79 -0.758
C -1.903 -0.176 -0.457 -0.23 0.19 1.11 -0.358
C 0.826 0.211 1.606 0.65 -1.10 -0.21 -1.197
N 0.292 -1.252 -1.914 -0.58 -1.32 0.49 -0.085
N -1.846 0.878 0.546 3.72 -0.91 -1.13 -0.551
N 1.503 0.873 2.688 0.13 3.87 0.49 -0.235
H 1.855 -0.681 -3.354 -0.18 -0.39 0.63 0.326
H 0.385 -1.396 -4.091 0.33 -0.51 1.08 0.345
H 0.338 0.135 -3.533 -0.28 1.05 0.53 0.342
H -2.398 -1.065 0.012 -0.29 0.50 -0.85 0.303
H -2.452 0.352 -1.272 0.14 -1.68 -0.50 0.433
H 0.522 -0.710 1.956 -0.84 -2.11 0.81 0.413
H -0.017 0.656 1.160 -0.98 1.42 0.53 0.459
H 0.433 -2.278 -1.881 0.14 0.45 0.43 0.314
H -1.415 1.655 0.078 -0.45 0.87 0.34 0.266
H -2.650 1.099 1.014 -2.59 0.54 0.98 0.195
H 1.496 0.010 0.830 1.55 -0.17 -1.02 0.462
H 0.926 1.157 3.522 0.14 0.39 -1.33 0.378
H 2.268 0.489 3.150 1.65 -2.84 0.85 0.332
H 2.106 1.631 2.280 -1.52 0.50 0.57 0.383
```
Positions in Å, forces in eV/Å.

Computed properties:
* E_HOMO: -17.292 eV
* orbital gap: 8.97 eV
* ΔE to the lowest compared entry with this formula, charge and spin: 79.75 kcal/mol
* total charge: +2
* largest force on an atom: 3.99 eV/Å



No. 3
Here is a cluster of 3 separate species, C3H14N2O2 in total from OMol25. Energies are from wB97M-V/def2-TZVPD.

```
21
Properties=species:S:1:pos:R:3:forces:R:3:mulliken_charge:R:1
C -1.207 -2.300 1.730 2.20 1.43 -1.82 -1.398
C -1.671 -1.587 0.410 -1.86 -0.04 -0.90 -0.980
N -0.995 -0.432 -0.239 1.04 0.25 0.06 1.240
C -0.076 0.872 0.079 -2.82 -0.63 0.19 -2.407
N 0.415 1.194 1.457 -1.16 -1.52 -0.62 -0.816
H -0.139 -2.149 2.051 -1.00 0.42 -0.41 0.416
H -1.202 -3.308 1.438 -0.30 -1.67 0.17 0.426
H -1.853 -2.118 2.524 -1.05 0.33 1.48 0.322
H -1.797 -2.493 -0.326 0.92 1.82 0.56 0.119
H -2.802 -1.322 0.474 1.53 -0.32 0.68 0.336
H -1.224 -0.471 -1.246 0.56 0.47 1.00 0.249
H -0.748 1.734 -0.297 1.48 -1.17 0.58 0.183
H 0.817 0.732 -0.498 0.12 0.04 -0.59 0.242
H -0.309 1.582 2.043 -0.72 0.77 -0.22 0.766
H 0.484 0.303 1.941 0.86 -0.31 -0.13 0.032
H 1.609 2.457 0.857 -0.50 -0.67 0.56 0.584
H 1.807 3.953 0.528 0.50 -1.47 -0.34 0.430
O 2.151 3.039 0.324 0.25 2.29 -0.28 -0.578
H 2.620 0.572 -3.828 -0.75 -0.92 -0.69 0.435
H 2.002 -0.046 -5.236 0.55 -0.29 3.72 0.447
O 2.120 -0.211 -4.186 0.17 1.20 -3.00 -1.045
```
Positions in Å, forces in eV/Å.

Computed properties:
* E_HOMO (spin up / spin down): 1.235 / -4.434 eV
* orbital gap (spin up / spin down): 2.26 / 8.18 eV
* ΔE to the lowest compared entry with this formula, charge and spin: 66.75 kcal/mol
* total charge: -1
* multiplicity: 2
* largest force on an atom: 3.77 eV/Å



No. 4
Here is a cluster of 3 separate species, C3H14N2O2 in total from OMol25. Energies are from wB97M-V/def2-TZVPD.

```
21
Properties=species:S:1:pos:R:3:forces:R:3:mulliken_charge:R:1
N -0.126 -0.338 -2.054 0.99 2.54 0.25 -0.584
C -0.657 -1.020 -0.863 0.58 -2.92 -0.84 -1.043
C -0.686 -0.415 0.522 -1.17 0.27 -1.04 -0.236
N 0.675 -0.042 0.837 0.40 3.81 0.92 -0.528
C 0.621 0.872 2.046 3.66 -2.24 1.84 -0.961
H 0.787 -0.672 -2.301 0.36 -0.45 0.01 0.280
H 0.064 0.714 -1.997 -0.86 -1.83 0.35 0.247
H -1.634 -1.259 -1.180 -1.72 -0.23 0.19 0.485
H -0.211 -2.102 -0.855 -0.23 2.02 0.17 0.317
H -1.554 0.373 0.505 1.92 -0.48 0.28 0.259
H -1.056 -1.149 1.264 0.37 0.09 -0.44 0.311
H 1.032 0.689 0.134 -0.94 -1.86 0.69 0.276
H -0.313 1.257 2.211 -2.29 1.76 -0.24 0.430
H 0.772 0.341 3.062 0.04 0.03 -1.65 0.245
H 1.481 1.594 2.059 -1.13 -0.36 -0.36 0.304
H 3.749 -1.616 0.765 -0.34 1.83 -1.20 0.359
H 2.605 -0.663 0.628 -2.12 0.36 0.56 0.487
O 3.462 -0.774 0.278 2.44 -2.31 0.60 -0.654
H -2.344 0.874 -1.677 -1.61 2.56 -0.19 0.342
H -3.828 1.550 -1.704 2.35 0.38 0.04 0.332
O -2.839 1.787 -1.681 -0.72 -2.98 0.06 -0.669
```
Positions in Å, forces in eV/Å.

Computed properties:
* structure (SMILES): CNCCN.O.O
* E_HOMO: -9.626 eV
* orbital gap: 10.39 eV
* ΔE to the lowest compared entry with this formula, charge and spin: 52.65 kcal/mol
* largest force on an atom: 4.67 eV/Å



No. 5
Here is a cluster of 4 separate species, C3H14N2O3 in total from OMol25. Energies are from wB97M-V/def2-TZVPD.

```
22
Properties=species:S:1:pos:R:3:forces:R:3:mulliken_charge:R:1
C -0.976 2.893 -1.592 0.36 1.18 -0.70 -1.257
C -0.598 1.693 -0.778 0.16 -1.94 -1.04 0.746
C 0.086 0.606 -1.329 -0.16 1.09 2.71 -0.503
N 0.682 -0.569 -0.657 1.32 0.66 1.49 -0.538
N -1.164 1.714 0.491 4.76 -4.98 -0.01 -0.425
H -0.081 3.392 -2.008 -0.33 -0.57 -0.25 0.264
H -1.705 2.697 -2.368 0.12 -0.28 -0.43 0.275
H -1.426 3.742 -1.056 0.01 -0.64 0.59 0.378
H 0.384 0.519 -2.335 0.07 0.85 -1.18 0.383
H 0.617 -0.562 0.407 -0.31 0.00 -1.82 0.154
H 1.752 -0.535 -0.805 -2.25 0.04 0.10 0.266
H -1.748 2.374 0.776 -2.54 3.47 1.23 0.181
H -0.606 1.204 1.215 -1.19 0.81 -0.80 0.129
H 0.462 -4.279 -1.636 -1.14 0.39 0.94 0.332
H 0.010 -2.846 -1.374 -0.61 -0.90 0.55 0.375
O -0.238 -3.787 -1.126 1.75 0.86 -1.69 -0.744
H 0.743 0.611 3.774 -1.79 0.43 0.96 0.303
H 2.103 0.243 3.580 -0.87 0.23 -1.59 0.292
O 1.291 0.461 3.031 2.61 -0.65 0.56 -0.596
H -0.200 -3.338 0.522 0.12 0.59 2.89 0.402
H 0.755 -3.179 1.732 1.95 -0.27 0.54 0.265
O -0.141 -3.051 1.534 -2.03 -0.39 -3.05 -0.682
```
Positions in Å, forces in eV/Å.

Computed properties:
* structure (SMILES): C/C(N)=C/N.O.O.O
* E_HOMO: -7.094 eV
* orbital gap: 7.63 eV
* ΔE to the lowest compared entry with this formula, charge and spin: 44.63 kcal/mol
* largest force on an atom: 6.89 eV/Å



No. 6
Here is an isolated molecule of C3H14N2Si3 from OMol25. Energies are from wB97M-V/def2-TZVPD.

```
22
Properties=species:S:1:pos:R:3:forces:R:3:mulliken_charge:R:1
C -2.576 -0.348 -1.122 1.28 0.73 -1.46 -1.791
C -2.138 0.272 1.262 0.11 0.15 -0.15 -1.580
C -1.657 -0.472 0.007 0.73 0.14 2.88 0.649
N 3.097 0.832 0.031 -2.71 -0.34 0.25 -0.406
N 1.231 -1.132 -0.573 0.98 2.44 -0.27 -0.228
Si 2.984 -0.834 -0.567 -1.93 1.90 1.54 0.166
Si 1.308 1.567 0.895 4.19 0.33 -4.37 0.451
Si 0.055 0.207 -0.576 0.48 -2.29 1.43 0.149
H -2.657 0.625 -1.583 0.09 0.48 0.13 0.343
H -2.199 -0.987 -1.856 0.98 -0.82 -1.88 0.485
H -3.503 -0.751 -1.073 -3.35 -0.94 1.24 0.484
H -2.091 1.349 1.141 -0.43 0.29 0.01 0.360
H -1.494 0.038 2.073 0.93 -0.08 0.81 0.430
H -3.096 -0.070 1.645 -0.48 0.23 -0.46 0.369
H -1.620 -1.511 0.431 0.39 0.46 -1.12 0.307
H 4.041 1.089 0.292 -0.33 0.48 0.40 0.200
H 1.101 -2.057 -0.288 -1.13 -1.43 0.44 0.296
H 3.316 -1.160 -1.942 0.93 -0.02 -0.32 -0.117
H 3.578 -1.549 0.572 0.38 -0.90 -0.40 -0.129
H 0.802 1.244 2.111 -0.52 -1.01 2.92 -0.160
H 1.763 3.012 1.005 -0.62 -0.56 -0.29 -0.140
H -0.245 0.638 -1.886 0.04 0.74 -1.34 -0.136
```
Positions in Å, forces in eV/Å.

Computed properties:
* structure (SMILES): CC(C)[Si@@H]1N[SiH2]N[SiH2]1
* E_HOMO: -8.838 eV
* orbital gap: 9.31 eV
* ΔE to the lowest compared entry with this formula, charge and spin: 27.93 kcal/mol
* largest force on an atom: 6.06 eV/Å



No. 7
Here is a cluster of 2 separate species, C3H14N2Si3 in total from OMol25. Energies are from wB97M-V/def2-TZVPD.

```
22
Properties=species:S:1:pos:R:3:forces:R:3:mulliken_charge:R:1
C -0.028 -1.900 2.827 -0.47 0.03 1.87 -0.991
C 1.579 -1.244 1.145 0.50 -2.62 2.80 -1.159
C 0.224 -1.879 1.361 3.00 1.86 1.74 -0.077
N 0.344 1.936 -2.408 -0.75 -0.73 0.22 -0.347
N -1.937 0.719 -1.578 0.13 -1.17 0.52 -0.243
Si -1.036 1.054 -3.052 0.41 1.20 3.08 0.279
Si 0.437 2.258 -0.601 -0.52 0.87 -3.37 0.411
Si -1.377 1.108 0.045 -2.82 0.03 0.06 0.105
H 0.044 -0.854 3.358 -0.59 -1.87 -1.23 0.259
H -0.971 -2.455 3.013 0.25 0.82 0.38 0.302
H 0.749 -2.502 3.428 -0.69 0.60 -1.16 0.303
H 2.439 -1.717 1.832 -1.85 0.48 -1.25 0.268
H 1.541 -0.288 1.485 -0.01 3.04 1.00 0.299
H 1.970 -1.221 0.209 0.87 -0.15 -3.05 0.438
H 0.180 -2.764 0.836 -1.10 -1.93 -1.15 0.325
H 1.196 1.586 -2.831 0.20 0.33 0.21 0.255
H -2.387 -0.205 -1.607 -0.13 0.65 0.01 0.264
H -1.957 1.849 -3.783 -0.41 0.57 -1.17 -0.122
H -0.736 -0.221 -3.570 0.49 -1.12 -1.10 -0.130
H 1.452 1.444 -0.191 2.20 -1.49 1.10 -0.177
H 0.976 3.589 -0.633 -0.13 1.05 0.71 -0.174
H -2.701 1.705 0.716 1.41 -0.46 -0.20 -0.090
```
Positions in Å, forces in eV/Å.

Computed properties:
* E_HOMO (spin up / spin down): -8.291 / -7.370 eV
* orbital gap (spin up / spin down): 7.55 / 7.39 eV
* ΔE to the lowest compared entry with this formula, charge and spin: 90.69 kcal/mol
* largest force on an atom: 3.94 eV/Å



No. 8
Here is a cluster of 3 separate species, C3H14N4 in total from OMol25. Energies are from wB97M-V/def2-TZVPD.

```
21
Properties=species:S:1:pos:R:3:forces:R:3:mulliken_charge:R:1
C -1.111 1.641 -1.286 0.03 -0.10 0.07 -0.989
N 1.848 -1.153 -0.338 -0.15 0.05 -0.74 -0.230
N -0.808 0.356 -0.657 0.73 -0.40 -0.38 -0.224
N 1.327 -0.899 -1.508 0.44 -0.21 0.43 -0.540
H 1.244 -1.840 0.121 -0.04 0.22 0.06 0.262
H -0.015 0.425 0.269 0.21 -0.09 0.25 0.460
H -0.052 -0.223 -1.281 -0.80 0.44 0.53 0.495
H 2.007 -0.343 -2.034 0.02 -0.06 0.16 0.211
H -1.754 2.243 -0.640 0.05 -0.02 -0.02 0.351
H -0.179 2.179 -1.458 -0.03 0.02 0.02 0.298
H -1.616 1.502 -2.247 0.01 -0.01 0.05 0.361
C 1.212 -0.461 2.330 -0.03 0.11 -0.10 -0.909
C -1.991 -0.460 -0.380 0.12 0.07 -0.01 -0.981
N 1.164 0.181 1.032 -0.49 0.13 -0.31 -0.677
H 1.945 0.822 0.938 -0.08 -0.06 -0.04 0.204
H 2.118 -1.071 2.450 -0.02 -0.02 0.00 0.329
H 0.349 -1.124 2.446 0.01 0.01 0.03 0.268
H 1.188 0.255 3.162 -0.01 -0.09 -0.02 0.300
H -1.677 -1.395 0.083 -0.03 0.01 0.01 0.274
H -2.533 -0.696 -1.301 0.03 0.02 0.03 0.376
H -2.668 0.062 0.299 0.04 -0.02 -0.01 0.360
```
Positions in Å, forces in eV/Å.

Computed properties:
* E_HOMO (spin up / spin down): -7.186 / -7.185 eV
* orbital gap (spin up / spin down): 8.05 / 8.04 eV
* ΔE to the lowest compared entry with this formula, charge and spin: 79.87 kcal/mol
* largest force on an atom: 1.06 eV/Å



No. 9
Here is a cluster of 4 separate species, C3H14N6O4 in total from OMol25. Energies are from wB97M-V/def2-TZVPD.

```
27
Properties=species:S:1:pos:R:3:forces:R:3:mulliken_charge:R:1
C 9.309 -29.828 -8.373 -0.68 0.98 1.19 0.650
O 9.908 -29.072 -7.656 0.51 1.78 1.40 -0.657
N 8.024 -29.927 -8.561 -4.99 2.01 0.91 -0.409
N 9.854 -30.791 -8.981 5.45 -4.64 -3.26 -0.382
H 7.582 -30.412 -9.328 0.14 0.26 0.46 0.182
H 7.506 -29.307 -7.954 -0.54 -0.12 -0.57 0.216
H 10.860 -30.780 -8.886 0.02 -0.45 -0.44 0.232
H 9.428 -31.395 -9.669 0.16 0.24 0.39 0.164
C 15.317 -29.541 -7.122 -0.34 -1.38 -0.23 0.713
O 14.826 -30.494 -7.622 -1.23 -3.86 -1.12 -0.643
N 15.230 -28.397 -7.671 -0.63 6.12 -3.40 -0.395
N 15.980 -29.464 -6.015 2.31 -0.64 4.45 -0.404
H 15.018 -28.371 -8.659 -0.19 0.20 0.36 0.214
H 15.629 -27.578 -7.235 -0.15 -0.07 -0.56 0.149
H 16.385 -28.565 -5.796 0.27 -0.75 0.43 0.153
H 16.282 -30.313 -5.559 -0.09 0.40 0.08 0.220
C 12.621 -22.998 -6.760 0.99 1.39 -1.77 0.605
O 13.185 -22.251 -7.554 -0.18 -0.06 0.26 -0.658
N 12.829 -23.029 -5.476 2.79 2.40 4.37 -0.425
N 11.729 -23.893 -7.030 -2.87 -2.89 -2.51 -0.394
H 13.345 -22.194 -5.239 0.14 -0.28 0.81 0.230
H 12.324 -23.493 -4.734 -0.13 0.17 -0.59 0.201
H 11.620 -24.098 -8.012 -0.29 -0.48 0.30 0.239
H 11.621 -24.588 -6.305 -0.47 -0.30 -0.86 0.205
O 11.731 -28.788 -3.580 -0.09 0.12 0.25 -0.645
H 12.688 -28.804 -3.610 0.23 -0.05 0.00 0.309
H 11.461 -28.889 -4.493 -0.16 -0.07 -0.33 0.331
```
Positions in Å, forces in eV/Å.

Computed properties:
* structure (SMILES): NC(N)=O.NC(N)=O.NC(N)=O.O
* E_HOMO: -9.894 eV
* orbital gap: 10.18 eV
* ΔE to the lowest compared entry with this formula, charge and spin: 69.28 kcal/mol
* largest force on an atom: 7.87 eV/Å



No. 10
Here is a cluster of 3 separate species, C3H14NO2 in total from OMol25. Energies are from wB97M-V/def2-TZVPD.

```
20
Properties=species:S:1:pos:R:3:forces:R:3:mulliken_charge:R:1
C 2.064 -0.006 0.735 0.83 -0.93 0.25 -1.436
C 0.899 0.935 0.938 0.00 -0.43 1.03 0.545
C 0.408 1.552 -0.349 -2.27 1.24 -0.12 -1.309
N -0.283 0.044 1.447 2.47 -0.92 0.96 -0.390
H 2.055 -0.743 1.544 0.70 0.51 0.56 0.398
H 2.088 -0.714 -0.087 -0.85 0.37 -0.88 0.375
H 3.024 0.527 0.624 -0.45 -0.14 0.58 0.391
H 1.242 1.639 1.804 -1.21 -0.90 -1.75 0.270
H -0.356 1.014 -0.996 1.58 -0.43 0.81 0.242
H 1.239 1.947 -0.881 0.62 0.03 -0.79 0.438
H -0.251 2.419 -0.190 0.44 0.22 0.56 0.373
H -0.136 -0.348 2.426 -0.14 0.63 -1.55 0.342
H -1.148 0.526 1.408 -1.11 0.52 -0.10 0.340
H -0.318 -0.737 0.765 -0.54 0.28 0.48 0.407
H -0.216 -1.437 -3.222 -0.02 -0.17 0.33 0.306
H 0.265 -0.371 -2.298 0.78 1.42 -0.02 0.283
O -0.146 -1.210 -2.282 -0.73 -1.31 -0.35 -0.580
H -2.642 -1.319 -0.889 0.77 0.65 1.27 0.316
H -3.168 -0.724 0.417 -0.55 0.03 0.30 0.292
O -2.345 -0.900 -0.031 -0.32 -0.68 -1.58 -0.605
```
Positions in Å, forces in eV/Å.

Computed properties:
* E_HOMO: -15.111 eV
* orbital gap: 11.95 eV
* ΔE to the lowest compared entry with this formula, charge and spin: 28.71 kcal/mol
* total charge: +1
* largest force on an atom: 2.80 eV/Å